# 1
Entry from the Open Molecules 2025 dataset: C3H7N3O in the gas phase (ωB97M-V/def2-TZVPD).

Values from the calculation:
ΔE to the lowest compared entry with this formula, charge and spin = 19.6 kcal per mole
DFT total energy = -358.018590 hartree
HOMO-LUMO gap = 9.75 eV
Molar mass = 101.1 Da
Net charge = 0

XYZ file:
```
14
Properties=species:S:1:pos:R:3:mulliken_charge:R:1
C 1.224 1.240 -0.409 -0.938
N 1.234 -0.149 -0.024 -0.572
C 0.153 -0.810 0.085 0.426
N 0.216 -2.164 0.325 -0.478
C -1.295 -0.295 0.111 0.602
N -1.506 1.076 0.038 -0.453
O -2.191 -1.062 0.408 -0.581
H 2.222 1.665 -0.280 0.276
H 0.494 1.806 0.176 0.380
H 0.952 1.342 -1.472 0.296
H -0.591 -2.553 0.794 0.265
H 1.126 -2.432 0.681 0.268
H -1.262 1.575 -0.806 0.276
H -2.402 1.349 0.413 0.234
```

# 2
Entry from the Open Molecules 2025 dataset: a molecular structure, C9H16NO8V in a non-equilibrium geometry (ωB97M-V/def2-TZVPD).

Values from the calculation:
Multiplicity = 3
DFT total energy = -1953.287636 hartree
HOMO-LUMO gap (spin up / spin down) = 2.44 / 5.68 eV
Molar mass = 317.2 Da
Net charge = -2

XYZ file:
```
35
Properties=species:S:1:pos:R:3:lowdin_spin:R:1
O -0.262 -0.451 -1.090 -0.044
V 0.483 0.896 -1.503 1.891
C -0.989 2.393 2.278 0.001
C -0.298 1.788 1.083 0.007
O -0.384 2.272 -0.072 0.022
O 0.399 0.732 1.362 0.014
H -1.618 3.172 1.846 0.000
H -0.315 2.790 3.037 0.000
H -1.605 1.741 2.897 0.000
C -0.611 1.042 -5.486 0.002
C -0.256 0.893 -4.013 0.011
O 0.771 0.397 -3.654 0.021
O -1.000 1.333 -3.150 0.031
H -1.208 1.937 -5.662 0.001
H -1.159 0.113 -5.641 0.000
H 0.294 1.112 -6.091 0.001
C 4.590 1.354 -1.375 0.002
C 3.091 1.240 -1.265 0.017
O 2.350 2.184 -1.425 0.011
O 2.601 0.107 -1.068 0.009
H 4.891 1.579 -2.398 0.001
H 5.176 0.543 -0.943 0.000
H 4.791 2.257 -0.799 0.000
C -0.182 -3.168 2.528 0.000
O 0.558 -2.894 1.545 0.000
N -1.445 -2.676 2.765 0.000
C -2.245 -3.019 3.945 0.000
C -2.129 -1.820 1.781 0.001
H 0.087 -3.846 3.352 0.000
H -1.719 -3.672 4.641 0.000
H -3.134 -3.472 3.506 0.000
H -2.522 -2.103 4.467 0.000
H -1.567 -1.592 0.875 0.000
H -3.054 -2.254 1.402 0.000
H -2.381 -0.911 2.327 0.000
```

# 3
Entry from the Open Molecules 2025 dataset: a molecular structure, H4KO2 (ωB97M-V/def2-TZVPD).

Values from the calculation:
ΔE to the lowest compared entry with this formula, charge and spin = 15.7 kcal per mole
DFT total energy = -752.614556 hartree
HOMO-LUMO gap = 10.66 eV
Molar mass = 75.1 Da
Net charge = +1

XYZ file:
```
7
Properties=species:S:1:pos:R:3:mulliken_charge:R:1
K -0.571 0.568 -1.080 0.976
O 1.164 3.199 1.654 -0.638
H 1.234 3.659 2.491 0.320
H 1.283 3.883 0.994 0.326
O -0.980 -3.398 -1.459 -0.634
H -1.765 -3.784 -1.069 0.327
H -0.365 -4.128 -1.530 0.323
```

# 4
Entry from the Open Molecules 2025 dataset: 4 unconnected molecules or ions with the total composition C2H11NO4 in a non-equilibrium geometry (ωB97M-V/def2-TZVPD).

Values from the calculation:
ΔE to the lowest compared entry with this formula, charge and spin = 47.8 kcal per mole
DFT total energy = -438.481253 hartree
HOMO-LUMO gap = 10.11 eV
Molar mass = 113.1 Da
Net charge = 0

XYZ file:
```
18
Properties=species:S:1:pos:R:3:mulliken_charge:R:1
N -0.046 -1.252 0.572 -0.464
C 1.093 -0.348 0.652 -0.381
C 2.439 -0.968 0.926 0.040
O 2.491 -2.105 1.345 -0.475
H 0.070 -1.915 1.318 0.240
H -0.136 -1.616 -0.366 0.213
H 0.844 0.443 1.373 0.158
H 1.169 0.274 -0.251 0.274
H 3.413 -0.492 0.734 0.377
O -2.628 1.497 -0.642 -0.680
H -3.535 1.210 -0.459 0.339
H -2.213 0.685 -0.957 0.318
O -0.414 0.467 -3.868 -0.625
H 0.316 1.036 -3.585 0.322
H -0.323 -0.295 -3.280 0.302
O -1.545 1.864 1.914 -0.664
H -1.103 1.027 1.775 0.315
H -1.900 2.091 1.038 0.389
```